1.
Here is C56H44NOP2PbS2Si as an isolated structure from OMol25. Energies are from ωB97M-V/def2-TZVPD.

Each line ends with the Löwdin charge.
Element x y z (Å)
Pb  0.065  -0.251  -1.419  1.148
C  -3.367  0.365  -1.611  -0.196
Si  -2.313  -0.774  -0.567  0.493
C  -2.780  -2.569  -0.791  -0.312
C  -3.929  -2.926  -1.500  -0.089
C  -4.354  -4.246  -1.536  -0.064
C  -3.643  -5.222  -0.852  -0.056
C  -2.496  -4.885  -0.147  -0.076
C  -2.049  -3.568  -0.125  -0.370
P  -0.516  -3.032  0.736  1.075
C  0.798  -3.846  -0.231  -0.385
C  2.105  -3.620  0.209  -0.110
C  3.180  -4.183  -0.455  -0.081
C  2.966  -4.961  -1.587  -0.085
C  1.675  -5.167  -2.048  -0.076
C  0.593  -4.615  -1.372  -0.078
C  -0.563  -3.992  2.287  -0.364
C  -1.301  -3.440  3.335  -0.110
C  -1.406  -4.105  4.546  -0.069
C  -0.759  -5.321  4.727  -0.076
C  -0.012  -5.868  3.694  -0.070
C  0.087  -5.208  2.476  -0.082
C  -2.432  -0.301  1.245  -0.312
C  -3.622  -0.701  1.863  -0.093
C  -3.894  -0.364  3.180  -0.063
C  -2.981  0.388  3.905  -0.055
C  -1.795  0.788  3.311  -0.073
C  -1.511  0.443  1.992  -0.382
P  0.086  0.943  1.268  1.046
C  0.081  2.742  1.479  -0.354
C  -0.907  3.420  0.763  -0.107
C  -0.988  4.800  0.811  -0.064
C  -0.067  5.524  1.557  -0.065
C  0.905  4.855  2.286  -0.063
C  0.980  3.468  2.255  -0.083
C  1.333  0.205  2.365  -0.351
C  2.645  0.683  2.334  -0.137
C  3.644  0.045  3.053  -0.071
C  3.349  -1.092  3.794  -0.069
C  2.051  -1.582  3.818  -0.065
C  1.046  -0.935  3.113  -0.102
H  -4.391  0.405  -1.232  0.048
H  -3.399  0.056  -2.658  0.033
H  -2.957  1.378  -1.582  0.024
H  -4.511  -2.168  -2.012  0.100
H  -5.249  -4.512  -2.084  0.110
H  -3.983  -6.250  -0.864  0.112
H  -1.945  -5.650  0.388  0.114
H  2.277  -2.996  1.082  0.105
H  4.186  -4.012  -0.096  0.112
H  3.805  -5.403  -2.108  0.109
H  1.505  -5.769  -2.932  0.108
H  -0.410  -4.791  -1.740  0.100
H  -1.802  -2.485  3.197  0.086
H  -1.987  -3.673  5.351  0.108
H  -0.836  -5.839  5.674  0.107
H  0.496  -6.814  3.835  0.108
H  0.675  -5.640  1.676  0.106
H  -4.346  -1.295  1.314  0.111
H  -4.819  -0.688  3.639  0.113
H  -3.191  0.663  4.931  0.113
H  -1.080  1.375  3.876  0.121
H  -1.613  2.863  0.157  0.098
H  -1.755  5.315  0.247  0.116
H  -0.091  6.605  1.560  0.096
H  1.610  5.421  2.881  0.110
H  1.725  2.962  2.855  0.091
H  2.892  1.556  1.740  0.103
H  4.654  0.433  3.030  0.111
H  4.129  -1.593  4.353  0.109
H  1.814  -2.471  4.389  0.111
H  0.040  -1.333  3.136  0.062
S  4.078  -1.787  -3.078  1.078
C  4.429  -1.033  -1.590  -0.387
C  3.308  -0.573  -0.967  -0.191
C  2.134  -0.836  -1.717  -0.348
C  2.395  -1.496  -2.886  -0.519
C  1.381  -1.918  -3.852  -0.290
C  1.656  -2.722  -4.955  -0.013
C  0.619  -3.094  -5.788  -0.034
C  -0.672  -2.667  -5.507  -0.039
C  -0.864  -1.869  -4.398  -0.106
N  0.134  -1.496  -3.598  0.017
H  5.450  -0.964  -1.248  0.077
H  3.325  -0.077  -0.010  0.080
H  2.667  -3.054  -5.146  0.107
H  0.813  -3.717  -6.652  0.119
H  -1.508  -2.942  -6.134  0.112
H  -1.850  -1.503  -4.135  0.111
C  0.827  10.901  -0.539  -0.070
C  0.777  9.406  -0.707  -0.741
O  0.574  8.633  0.190  0.020
S  0.997  8.906  -2.409  1.034
C  0.720  7.157  -2.315  -0.522
C  1.571  6.345  -1.574  -0.081
C  1.384  4.975  -1.566  -0.027
C  0.354  4.397  -2.309  -0.256
C  -0.498  5.218  -3.048  -0.023
C  -0.320  6.591  -3.045  -0.084
C  0.168  2.976  -2.274  -0.128
C  0.017  1.774  -2.231  -0.171
H  1.309  11.135  0.408  0.090
H  -0.199  11.271  -0.505  0.095
H  1.345  11.389  -1.362  0.068
H  2.375  6.790  -1.004  0.117
H  2.038  4.341  -0.981  0.122
H  -1.303  4.773  -3.618  0.119
H  -0.983  7.228  -3.615  0.107

HOMO level: -10.29 eV
orbital gap: 7.9 eV
electronic energy: -4251.59952 Eh
total charge: +1

=====

2.
Here is C56H45N8O8STl as an isolated structure from OMol25. Energies are from ωB97M-V/def2-TZVPD.

Each line ends with the Löwdin charge.
Element x y z (Å)
Tl  0.085  0.205  0.497  0.990
C  -5.091  -3.803  7.873  -0.086
O  -4.422  -2.560  7.959  -0.082
C  -3.796  -2.106  6.841  -0.282
C  -3.148  -0.877  6.964  0.006
C  -2.479  -0.339  5.885  -0.026
C  -2.445  -1.001  4.656  -0.213
C  -3.098  -2.221  4.547  -0.010
C  -3.770  -2.782  5.627  -0.005
C  -1.725  -0.429  3.487  -0.040
C  -2.506  -0.106  2.372  -0.211
C  -3.942  -0.111  2.343  0.017
C  -4.320  0.131  1.064  -0.006
C  -3.115  0.290  0.285  -0.201
N  -2.057  0.212  1.120  0.049
C  -3.010  0.564  -1.115  -0.028
C  -2.006  1.427  -1.603  -0.262
C  -2.142  2.300  -2.752  -0.017
C  -1.014  3.047  -2.826  0.008
C  -0.150  2.621  -1.749  -0.232
C  1.139  3.107  -1.510  -0.071
C  1.676  4.110  -2.475  -0.221
C  1.962  3.757  -3.795  -0.039
C  2.458  4.678  -4.696  0.006
C  2.681  5.994  -4.293  -0.283
O  3.168  6.832  -5.246  -0.082
C  3.418  8.174  -4.872  -0.084
C  2.397  6.369  -2.985  -0.007
C  1.897  5.425  -2.095  -0.023
C  1.961  2.746  -0.429  -0.238
N  1.660  1.851  0.552  0.045
C  2.726  1.785  1.409  -0.260
C  2.801  1.047  2.591  -0.087
C  4.115  0.998  3.294  -0.225
C  4.515  2.014  4.161  -0.024
C  5.732  1.955  4.810  0.004
C  6.578  0.865  4.604  -0.283
O  7.757  0.894  5.284  -0.084
C  8.607  -0.230  5.164  -0.087
C  6.192  -0.157  3.746  -0.006
C  4.964  -0.081  3.098  -0.009
C  1.728  0.380  3.197  -0.234
C  1.737  -0.240  4.494  0.030
C  0.464  -0.641  4.750  0.023
C  -0.334  -0.273  3.609  -0.217
N  0.469  0.325  2.691  0.050
C  3.762  2.661  0.927  0.008
C  3.288  3.264  -0.194  -0.008
N  -0.800  1.670  -1.020  0.036
C  -3.934  -0.053  -2.102  -0.140
C  -3.549  -0.156  -3.453  -0.041
C  -4.338  -0.754  -4.409  0.011
C  -5.557  -1.327  -4.055  -0.283
O  -6.270  -1.893  -5.059  -0.075
C  -7.492  -2.524  -4.719  -0.080
C  -5.932  -1.321  -2.718  -0.005
C  -5.123  -0.710  -1.772  -0.008
H  -5.521  -3.982  8.855  0.091
H  -4.398  -4.611  7.627  0.095
H  -5.891  -3.773  7.128  0.095
H  -3.185  -0.364  7.915  0.120
H  -1.979  0.617  5.986  0.126
H  -3.064  -2.754  3.605  0.132
H  -4.254  -3.739  5.507  0.103
H  -4.580  -0.227  3.203  0.120
H  -5.324  0.294  0.718  0.102
H  -3.025  2.399  -3.360  0.117
H  -0.803  3.847  -3.516  0.114
H  1.780  2.739  -4.121  0.110
H  2.678  4.404  -5.719  0.120
H  3.809  8.666  -5.758  0.092
H  4.158  8.230  -4.069  0.095
H  2.500  8.675  -4.555  0.095
H  2.550  7.384  -2.648  0.103
H  1.670  5.724  -1.079  0.128
H  3.858  2.859  4.329  0.126
H  6.048  2.737  5.486  0.119
H  9.456  -0.038  5.815  0.091
H  8.961  -0.354  4.137  0.094
H  8.103  -1.144  5.486  0.095
H  6.829  -1.012  3.572  0.102
H  4.659  -0.873  2.425  0.099
H  2.601  -0.338  5.130  0.117
H  0.099  -1.139  5.631  0.115
H  4.715  2.815  1.407  0.117
H  3.787  3.999  -0.803  0.111
H  -2.582  0.206  -3.765  0.091
H  -4.011  -0.821  -5.438  0.122
H  -7.910  -2.893  -5.650  0.092
H  -8.189  -1.815  -4.263  0.095
H  -7.326  -3.363  -4.038  0.097
H  -6.837  -1.809  -2.390  0.105
H  -5.436  -0.796  -0.748  0.082
O  -0.387  -5.415  -2.115  0.126
C  -0.122  -4.522  -3.043  -0.515
O  0.122  -4.815  -4.192  0.084
C  -0.149  -3.086  -2.637  -0.050
C  -0.050  -2.054  -3.547  -0.007
N  -0.086  -0.906  -2.849  0.058
N  -0.211  -1.139  -1.539  0.039
C  -0.245  -2.445  -1.380  -0.147
C  -0.380  -2.971  0.031  -0.592
O  -0.583  -4.188  0.160  0.045
O  -0.297  -2.116  0.949  -0.086
H  -0.554  -4.982  -1.214  0.068
H  0.027  -2.086  -4.620  0.140
H  -0.108  0.046  -3.181  0.153
S  2.634  -1.521  0.156  0.755
C  3.175  -1.049  -1.361  -0.817
N  3.751  0.114  -1.686  0.049
C  4.079  0.223  -3.097  -0.113
C  3.660  -1.163  -3.647  -0.119
N  3.083  -1.799  -2.474  0.029
H  3.928  0.835  -1.003  0.115
H  5.144  0.412  -3.239  0.118
H  3.524  1.038  -3.566  0.099
H  4.513  -1.728  -4.026  0.117
H  2.924  -1.077  -4.447  0.108
H  2.713  -2.733  -2.440  0.137

HOMO level (spin up / spin down): -6.64 / -6.65 eV
orbital gap (spin up / spin down): 5.2 / 5.2 eV
electronic energy: -3771.65322 Eh
relative energy (zero: lowest compared OMol25 entry of this formula, charge and spin): 95.8 kJ/mol